14
Properties=species:S:1:pos:R:3:forces:R:3 method="wB97M-V/def2-TZVPD" largest_force_ev_per_a=4.6 total_energy_ha=-307.5091 gap_ev=8.840 charge=0 e_above_lowest_kcal_mol=127.6
H 1.505331 -0.455178 2.289127 -0.491 0.136 -0.738
C 1.002081 0.216035 0.440893 -3.864 -1.701 1.700
H 2.342030 1.581896 -0.051742 0.780 1.037 -0.091
H 0.921412 1.700336 -1.201747 0.969 -1.199 0.731
H -2.884694 0.950104 -1.880091 0.014 0.777 0.347
O 1.665251 0.268081 1.662856 0.626 0.138 -0.577
C 1.618093 1.030537 -0.601647 -0.708 1.062 0.240
C -2.822222 0.023531 -1.287248 -1.215 -0.544 0.124
C -0.165981 -0.471199 0.274725 -0.397 0.167 1.148
H -0.689282 -1.029642 1.140415 1.187 0.893 -1.356
H 2.131484 0.274334 -1.122543 0.860 -0.334 -1.707
O -3.690009 0.028403 -0.300398 0.134 0.995 0.986
H -4.128588 0.866987 0.095459 0.798 -1.169 -1.581
H -0.839011 -0.387657 -0.623157 1.307 -0.259 0.775



53
Properties=species:S:1:pos:R:3:forces:R:3 method="wB97M-V/def2-TZVPD" largest_force_ev_per_a=3.4 total_energy_ha=-2877.7586 gap_ev="4.755 / 5.812" charge=+2 s_squared=6.188 spin_multiplicity=5 e_above_lowest_kcal_mol=37.6
C -1.072180 0.526596 5.209706 -0.158 0.541 0.298
C 0.498850 2.012403 -4.383303 -0.555 -0.259 0.242
C 0.959185 2.214735 4.156037 -0.140 0.360 0.449
C 2.657536 0.661101 -1.533957 -0.033 0.351 -0.096
H 3.549923 0.458761 -2.139345 -0.129 0.236 0.083
C -0.747502 1.536969 -3.988856 0.223 0.150 0.007
H 1.701211 2.865401 3.707288 0.122 -0.124 0.236
H -4.277435 -1.546495 -0.767740 0.195 0.005 0.193
N 0.248602 0.532171 -2.042982 -0.315 -0.315 0.669
H -3.396127 -1.739216 0.801876 -0.177 -0.019 -0.331
H 3.796046 -2.176951 -1.828918 -0.121 -0.026 0.093
H 2.789162 -3.120597 -0.687089 0.022 0.128 -0.189
H 3.049454 0.076043 1.685962 0.203 -0.129 -0.202
H -1.908245 -1.095098 -2.930086 0.325 -0.454 -0.364
C 0.559812 2.322423 5.501251 0.149 0.048 -0.691
H -4.049265 1.316300 0.015107 0.280 -0.015 0.130
O -1.124990 -0.435545 2.937564 2.244 -0.951 -1.718
H -3.011088 0.513951 -2.851484 0.227 -0.126 0.162
H 1.025398 3.083702 6.134026 -0.176 -0.373 -0.229
O -0.298367 -2.731064 -1.430680 -0.007 1.025 0.597
C 1.609122 1.734005 -3.581318 0.386 -0.299 0.422
C -0.401756 1.450082 6.028533 -0.246 -0.158 -0.410
B -0.040466 -0.444008 1.994904 -0.553 1.775 2.852
C -0.726851 0.478621 3.872669 0.839 0.709 0.620
H -2.903399 0.966093 1.376408 -0.256 0.151 -0.253
H 2.044837 -2.466261 -2.163695 0.262 0.089 0.197
H -0.640984 1.493009 7.090357 0.017 -0.015 -0.308
H -2.347288 -2.501357 -3.769238 0.679 -0.185 0.123
H 4.457732 -0.538700 0.747733 -0.171 0.004 0.008
P -2.270982 -0.187123 -0.608041 -0.397 0.185 -1.040
C 2.798428 -2.276770 -1.387814 -0.060 0.027 -0.014
C 1.459485 0.988234 -2.415733 0.714 0.369 -0.622
H 0.412086 -1.510106 1.507829 -0.666 0.860 -0.504
O 0.815429 0.705790 2.229578 -1.168 -2.414 -1.467
H 2.868582 1.512299 -0.868400 0.042 -0.107 -0.215
C -3.294032 -1.652399 -0.290630 0.197 -0.077 0.139
H -1.653386 1.709830 -4.574070 0.399 -0.019 0.167
C -2.099334 0.109489 -2.389942 -0.146 1.592 0.856
H 0.602270 2.578893 -5.310208 0.019 -0.156 0.311
C 0.354885 1.235585 3.394193 -0.682 -0.057 1.157
H -2.789956 -2.554683 -0.668067 -0.212 0.406 0.051
H -1.823284 -0.134233 5.611269 -0.099 -0.056 0.047
H -0.388201 -3.620767 -1.056654 0.028 0.344 -0.116
O -1.529181 -2.098131 -3.423688 -0.465 -0.684 -0.056
H -2.436688 2.111007 0.089021 -0.194 -0.193 0.000
H 3.334832 -1.670611 1.531123 0.008 0.133 -0.119
C -2.996016 1.191337 0.303668 0.173 0.099 0.292
H -0.909319 -2.606351 -2.403818 -0.052 0.055 0.037
C -0.855449 0.799670 -2.802945 -0.819 -0.745 0.524
P 2.366630 -0.777050 -0.458338 0.471 -0.553 -0.384
C 3.407573 -0.708810 1.009925 0.123 0.131 0.221
H 2.607297 2.067216 -3.860757 -0.281 -0.042 0.031
Mn 0.017398 -0.659380 -0.318210 -0.068 -1.220 -1.886



14
Properties=species:S:1:pos:R:3:forces:R:3 method="wB97M-V/def2-TZVPD" largest_force_ev_per_a=1.5 total_energy_ha=-270.4776 smiles=C[C@H]1C[C@H]2O[C@@H]12 gap_ev=11.051 charge=0 e_above_lowest_kcal_mol=50.4
H -1.478647 -0.577815 -1.790380 -0.042 0.087 0.180
C 1.041553 -0.519632 -0.432603 0.153 -0.023 -0.145
C -0.421262 -0.472709 0.094183 -1.264 -0.363 -0.755
H 2.365768 0.437804 1.272132 -0.064 0.050 -0.043
H 1.515232 -1.506182 -0.435529 -0.177 0.147 0.074
C -1.477061 0.051149 -0.891245 0.244 0.225 0.098
H -0.303115 0.561906 2.245867 -0.096 -0.052 -0.256
C 1.427352 0.376415 0.735278 0.433 -0.039 0.168
H -1.250920 1.074367 -1.201242 -0.003 -0.062 0.026
H -2.483354 0.034776 -0.459180 0.147 -0.012 -0.025
H 1.190327 -0.027348 -1.397580 0.011 -0.158 0.023
O 0.657527 1.568240 0.609342 0.041 0.146 0.014
H -0.835356 -1.434503 0.424298 0.683 0.032 0.290
C 0.051955 0.433532 1.226658 -0.066 0.025 0.353



20
Properties=species:S:1:pos:R:3:forces:R:3 method="wB97M-V/def2-TZVPD" largest_force_ev_per_a=2.9 total_energy_ha=-688.3482 smiles=C[C@@H](N)CCS.O gap_ev=9.597 charge=0 e_above_lowest_kcal_mol=25.5
N -1.714836 0.989575 0.856170 -1.692 0.549 -0.402
H -0.675339 -1.823524 -0.338172 0.438 0.317 -0.693
H -0.206936 0.900984 -0.608426 0.063 0.346 -0.405
H -2.618703 -0.894089 -0.946496 -0.858 0.837 0.269
H 1.197017 -1.993954 1.197656 -0.063 0.505 0.180
H 1.435495 -0.221120 1.220510 -0.421 0.126 0.537
C 1.017047 -1.051729 0.660405 0.991 -0.781 0.314
O 3.054544 1.983067 0.995800 -0.037 -0.031 0.014
H -1.146267 -1.359537 1.111689 0.890 0.778 0.484
H -2.252367 1.792424 0.515755 0.596 -0.157 0.870
H 1.774992 -2.073133 -1.447065 0.392 0.622 0.449
H 3.440696 2.840175 0.793796 -0.006 0.009 0.016
C -2.027569 -0.045142 -1.311429 0.367 -1.647 -2.387
C -1.061754 0.342819 -0.227519 1.708 -1.780 0.020
H -1.165455 1.098109 1.687497 0.088 0.533 0.031
H 3.197733 1.456241 0.202868 0.005 -0.024 -0.080
H -2.555510 0.768709 -1.830885 -0.294 -0.240 0.713
H -1.573815 -0.638428 -2.201478 0.203 1.325 1.367
S 2.331941 -1.091868 -0.658896 -1.245 -0.521 -0.578
C -0.450916 -0.979585 0.328211 -1.126 -0.769 -0.719



39
Properties=species:S:1:pos:R:3:forces:R:3 method="wB97M-V/def2-TZVPD" largest_force_ev_per_a=0.5 total_energy_ha=-4141.0222 gap_ev="6.820 / 6.895" charge=-1 s_squared=1.015 spin_multiplicity=2
Cl -2.207237 1.541742 -0.896268 0.099 -0.206 0.182
H -4.599391 1.436770 0.645507 -0.007 -0.003 0.002
C 0.075582 -3.377170 -1.575441 -0.020 -0.024 0.030
C -2.872215 1.816671 3.537103 0.036 0.000 -0.036
Cl -5.558908 1.561191 3.338284 -0.068 -0.003 0.025
C -1.335368 1.799381 1.630552 -0.092 0.013 -0.096
O -0.026838 -0.539024 -1.575888 0.274 0.056 -0.139
O 1.264901 5.833539 -2.101882 -0.028 0.010 0.100
C -3.948872 1.654001 2.682644 0.014 -0.004 -0.033
O 2.252699 1.482271 -0.675207 0.166 0.233 0.183
C 3.805020 3.414400 -1.094017 0.135 -0.076 -0.350
C -2.475251 1.636311 0.821331 0.052 0.057 0.087
C -3.761875 1.561116 1.316539 0.000 0.010 0.015
N -0.264926 -5.575207 -2.619803 0.356 -0.081 -0.204
C 0.410150 -1.130423 -0.552269 -0.083 0.151 -0.321
Cl -0.252307 2.075400 4.085412 0.049 0.011 0.038
C 0.105614 -4.753682 -1.456604 -0.076 0.074 0.116
C 0.817709 -4.619661 0.812361 0.004 -0.011 -0.003
C 1.897981 4.890528 -1.693306 -0.014 0.002 -0.295
C -1.594950 1.881803 3.014767 -0.069 0.015 -0.045
H 0.474599 -6.471955 -0.243973 -0.001 -0.004 -0.001
C 0.469344 -5.393265 -0.282494 -0.021 0.009 -0.022
H -3.020533 1.888813 4.604738 0.000 -0.004 0.004
H -0.213700 -2.898300 -2.498772 -0.001 0.005 -0.005
C 3.422127 4.840036 -1.516793 0.062 0.205 0.360
C 1.457822 3.543070 -1.328161 -0.100 -0.165 0.134
O 0.263421 3.032976 -1.287181 0.093 -0.281 -0.186
O 0.827436 -0.443388 0.415422 -0.196 0.052 0.044
Fe 0.436129 1.293560 -0.504408 -0.398 0.186 0.233
H 1.072238 -2.612899 1.561147 -0.003 0.005 0.000
O -0.235677 -6.785089 -2.489522 -0.131 0.015 0.047
C 0.798558 -3.235819 0.720275 0.023 -0.003 -0.001
C 2.524974 2.733443 -0.997154 -0.236 -0.324 0.060
H 1.105493 -5.098330 1.738409 0.002 -0.004 -0.001
O 4.932424 2.999922 -0.956808 -0.035 0.009 0.133
O -0.530179 -5.003581 -3.656860 -0.135 0.008 0.061
C 0.428184 -2.619210 -0.468261 0.001 0.003 -0.022
O 4.173851 5.766785 -1.633184 0.013 -0.028 -0.126
O -0.118041 1.873258 1.179750 0.335 0.089 0.032



82
Properties=species:S:1:pos:R:3:forces:R:3 method="wB97M-V/def2-TZVPD" largest_force_ev_per_a=3.4 total_energy_ha=-2631.0526 gap_ev="6.545 / 4.641" charge=+2 s_squared=2.045 spin_multiplicity=3 e_above_lowest_kcal_mol=36.1
C 1.107822 4.210572 -0.867233 0.107 -0.319 -0.095
C 0.922342 0.006265 9.550879 1.013 -0.216 2.113
C -0.975906 -0.324796 -3.218432 0.487 1.424 0.591
H -0.689160 -0.663109 -0.353824 -0.528 0.307 -0.385
H 2.630301 0.586115 3.195044 -0.201 -0.026 0.232
C 2.315949 0.973197 -4.362218 0.127 -0.720 0.314
P -0.142206 -1.849069 -2.665079 -1.391 -0.878 -0.854
C 0.113501 1.987876 3.484403 -1.687 0.412 0.266
H -2.098019 -4.349773 -2.077349 0.089 -0.030 -0.118
H 2.188752 -1.009517 2.660934 0.017 -0.423 0.105
H 0.928534 -4.369016 -3.384161 -0.190 -0.038 -0.223
H 2.452977 -0.363640 -7.506656 0.053 0.324 0.326
C 3.059620 2.142473 -4.561536 0.016 0.099 -0.132
H -3.690217 -4.585588 -0.184412 0.285 -0.033 0.047
C -0.651356 -3.016841 -3.973274 0.869 -0.037 -0.083
H -2.321225 -1.839881 -4.710200 0.145 -0.347 -0.169
H 3.670192 1.778850 -7.899022 -0.107 -0.040 0.260
O 1.484767 -0.467066 7.241764 -0.969 1.123 -0.507
H -3.015995 -3.564560 -6.350433 0.527 -0.171 0.205
C -2.256883 1.967865 2.300329 -1.292 0.593 -0.325
C -1.765194 -0.525831 2.950503 0.110 -1.080 0.862
H -1.376915 2.623188 4.986517 0.672 -0.002 -0.421
C -1.286417 -2.461357 -1.370239 0.354 0.157 0.987
C -1.378317 -4.918720 -5.837207 0.213 -0.129 0.166
H 0.310726 -6.100683 -5.072504 -0.391 0.394 -0.070
C 0.736716 0.193343 8.003883 -1.380 0.442 3.059
C -3.219493 -2.663067 0.650649 -0.185 0.314 -0.934
C -0.532906 1.913165 4.863731 -0.168 0.229 1.157
C -1.748702 -2.761574 -4.803514 0.120 -0.401 -0.010
H 4.278009 3.383063 0.122638 -0.298 0.134 -0.107
F 2.041124 0.720557 9.920561 -1.281 -0.947 -0.538
H -2.188088 0.602508 5.400777 0.296 -0.166 -0.329
P 1.491495 0.576563 -2.748925 0.041 1.238 -1.505
H -0.590515 1.787774 -3.563560 0.077 -0.557 -0.020
H -0.453716 -1.400520 4.470464 0.187 -0.447 -0.362
H 1.108280 2.424540 3.460557 -0.075 0.137 -0.287
C 0.080942 -4.214317 -4.055196 -0.248 0.185 -0.188
C -3.052930 -3.710091 -0.256824 0.621 0.248 -0.031
H 1.645056 -0.909945 -5.216402 0.005 0.232 -0.104
C 3.293666 1.547279 -6.903020 0.070 0.066 0.328
H -2.812029 2.751020 2.876271 0.741 -0.381 -0.307
H -3.567393 0.243400 2.064022 0.500 0.371 0.503
C -0.228174 0.804806 -3.237303 -1.023 -1.603 -0.057
C 1.838470 -0.169795 3.302697 0.619 -0.059 -0.487
H -1.646908 -5.660871 -6.591510 0.006 0.236 0.259
F -0.114868 0.475755 10.308394 1.240 -0.664 -1.653
H 3.235622 2.829416 -3.726831 -0.042 -0.226 -0.439
C -0.275293 -5.177415 -4.994735 -0.410 0.336 -0.234
C 2.601311 0.346938 -6.687651 0.112 0.073 0.196
H 3.704228 1.335453 -1.160172 0.118 0.186 -0.006
H -0.421951 2.793548 1.481328 0.083 -0.044 0.448
W 0.079018 0.223742 2.337730 -0.258 0.326 0.755
H -3.406539 0.697263 3.696053 0.750 -0.005 -0.236
H -2.566466 2.160064 1.243659 0.122 -0.348 0.728
H -2.117223 -1.521652 2.680896 0.236 0.268 0.047
C -0.843411 -0.466292 4.096940 -1.484 0.260 -0.792
C -0.762743 2.154532 2.310465 1.703 0.516 -0.566
H -2.980336 -0.492979 0.770712 0.894 -1.143 -0.012
H -2.049052 -0.326605 -3.416923 0.282 0.043 -0.105
C 3.544347 2.433603 -5.842258 -0.261 -0.318 0.045
O -0.167875 1.059124 7.761700 1.965 -1.056 -0.893
H 1.710990 -0.513811 4.329889 0.397 -0.043 -0.145
C -1.113581 0.520723 5.163576 0.181 0.040 1.456
C -2.790094 0.586931 2.776570 -1.354 -0.116 0.031
F 1.114611 -1.306303 9.883854 -0.187 1.538 -0.628
C -2.128239 -3.736436 -5.727765 0.181 -0.151 0.073
C 3.004723 2.163373 -1.091965 -0.387 0.286 -0.064
H 4.107411 3.355128 -6.004569 -0.192 -0.339 -0.005
H -0.677198 0.155171 6.107340 -0.341 0.129 -0.960
H 2.583584 5.220225 0.332502 -0.010 -0.191 -0.201
H -3.873335 -2.742849 1.514740 -0.360 0.009 -0.420
C -2.128019 -3.587744 -1.314108 -0.089 0.465 0.122
H 0.148020 2.138401 5.718720 -0.148 0.119 -1.041
C 2.136388 0.045117 -5.409912 0.115 0.308 0.035
C 1.768531 2.060769 -1.753792 0.377 -0.389 0.730
C 0.808973 3.064399 -1.607065 0.111 0.391 0.088
H 0.356547 4.996483 -0.794225 0.279 -0.127 0.066
C -2.564454 -1.449562 0.395211 -0.380 0.218 0.516
C 2.357098 4.331265 -0.255797 -0.059 0.117 0.110
C -1.439590 -1.464151 -0.399572 -0.295 0.185 -0.382
H -0.158279 3.000077 -2.091531 0.144 0.022 0.131
C 3.306545 3.313521 -0.367986 0.014 -0.292 0.076